Entry 1:
This record from the OMol25 dataset describes an isolated molecule of C4H4N4 at a distorted geometry. The level of theory is ωB97M-V with the def2-TZVPD basis set.

Results
calculated total energy = -10170.782 eV
2S+1 = 1
total charge = 0
Kohn-Sham gap = 9.09 eV

Atoms and positions in Å:
N -0.578 -1.227 -0.393
N -2.266 0.032 0.570
N 1.709 -0.718 0.398
N 0.713 1.510 -0.222
C -0.552 1.260 -0.396
C -1.168 -0.034 -0.002
C 1.632 0.607 0.381
C 0.634 -1.461 -0.262
H 1.213 -2.335 -0.685
H -1.183 2.081 -0.753
H 2.606 1.160 0.642
H -2.759 -0.874 0.722

Entry 2:
This record from the OMol25 dataset describes C2H6N4O6P as an isolated structure at a distorted geometry. The level of theory is ωB97M-V with the def2-TZVPD basis set.

Results
calculated total energy = -29691.001 eV
2S+1 = 1
total charge = +1
Kohn-Sham gap = 8.44 eV

Atoms and positions in Å:
P 0.019 0.239 -0.108
O -0.961 1.027 -2.508
O 0.895 1.144 -3.552
O 0.928 0.469 -1.368
O 1.354 2.764 1.724
O -0.401 1.562 0.404
O 0.277 3.859 0.176
N -1.171 -0.864 -0.407
N 0.714 3.114 0.884
N 0.200 0.988 -2.641
N 0.963 -0.594 0.990
C 0.380 -1.987 1.016
C -1.099 -1.631 0.828
H -1.357 -1.110 1.653
H -1.849 -2.518 0.601
H 0.476 -2.657 1.904
H 0.803 -2.612 0.178
H 1.920 -0.757 0.918
H -2.092 -0.435 -0.693

Entry 3:
This record from the OMol25 dataset describes an isolated ion of composition C11H19N2 and charge +1 at a distorted geometry. The level of theory is ωB97M-V with the def2-TZVPD basis set.

Results
calculated total energy = -14683.448 eV
2S+1 = 1
total charge = +1
Kohn-Sham gap = 7.09 eV

Atoms and positions in Å:
N 0.466 2.444 -0.714
N -2.323 1.367 -0.208
C 3.452 -0.879 -0.447
C -5.060 -0.297 0.316
C 3.201 0.147 0.575
C 3.535 -2.317 0.114
C 0.109 0.447 0.525
C -2.584 -0.009 0.225
C -3.656 -0.908 0.260
C 2.483 1.410 0.045
C -4.637 -0.910 -0.932
C 1.059 1.496 -0.068
C -1.431 0.415 0.551
H -5.643 -0.824 1.014
H -4.228 -0.250 -1.752
H 2.785 -2.569 0.824
H 3.601 -3.005 -0.722
H 4.084 0.486 1.047
H -2.944 1.998 0.299
H 0.516 0.219 1.560
H 2.829 -0.884 -1.278
H -5.263 0.816 0.398
H 2.880 1.628 -0.948
H -3.564 -1.900 0.833
H 4.525 -2.331 0.497
H 2.585 -0.382 1.344
H 2.871 2.378 0.681
H 4.526 -0.809 -0.822
H 1.007 3.098 -1.193
H 0.309 -0.592 -0.096
H -4.977 -1.888 -1.203
H -0.513 2.404 -0.727

Entry 4:
This record from the OMol25 dataset describes C5H9N3O as an isolated structure at a distorted geometry. The level of theory is ωB97M-V with the def2-TZVPD basis set.

Results
calculated total energy = -11844.654 eV
2S+1 = 1
total charge = 0
Kohn-Sham gap = 9.72 eV

Atoms and positions in Å:
O -1.089 -2.657 0.256
N 0.904 1.038 1.002
N -0.622 0.896 -2.122
N 0.144 -1.922 1.758
C -0.426 -1.605 0.604
C -0.433 1.428 0.462
C -0.182 0.606 -0.808
C 0.250 -0.806 -0.457
C 1.203 0.341 -0.256
H 2.188 0.368 -0.722
H -0.682 1.896 -2.286
H 1.504 1.846 1.127
H -0.524 -3.072 1.594
H 0.598 -1.118 2.199
H -1.531 0.485 -2.315
H -0.486 2.499 0.226
H 0.467 -1.373 -1.363
H -1.284 1.150 1.102

Entry 5:
This record from the OMol25 dataset describes C25H27Cl2PTl as an isolated structure at a distorted geometry. The level of theory is ωB97M-V with the def2-TZVPD basis set.

Results
calculated total energy = -65390.908 eV
2S+1 = 1
total charge = -1
Kohn-Sham gap = 5.87 eV

Atoms and positions in Å:
Tl -1.288 1.710 2.629
Cl -1.613 -0.534 3.684
Cl 0.282 3.120 3.826
P 0.804 -0.038 -0.269
C 3.999 -1.584 -3.276
C 2.496 0.194 -2.599
C 0.943 2.807 -0.045
C -0.264 1.883 -1.940
C -2.517 1.518 0.969
C -4.811 -1.599 1.124
C -4.174 -2.986 1.120
C -0.517 3.169 -2.409
C 2.000 -0.600 -1.555
C 0.002 4.274 -1.724
C 2.612 -0.486 3.365
C 3.486 -2.394 -2.253
C 0.525 1.691 -0.787
C 1.691 -0.455 2.322
C 3.495 -0.294 -3.448
C -2.461 -2.030 -0.466
C 3.319 0.664 0.916
C 0.718 4.092 -0.540
C 2.036 0.122 1.087
C -3.385 -1.139 -0.910
C 2.493 -1.913 -1.405
C 4.245 0.615 1.962
C 3.897 0.033 3.182
C -2.687 -2.915 0.726
C -4.728 -0.952 -0.270
H -0.669 1.013 -2.464
H 0.682 -0.854 2.461
H 3.883 0.349 -4.237
H 4.784 -1.958 -3.936
H -5.495 -1.434 -0.903
H 3.874 -3.404 -2.120
H -2.615 2.391 0.292
H -4.697 -3.614 0.389
H -1.489 -2.133 -0.965
H 3.610 1.110 -0.037
H -4.996 0.110 -0.220
H 2.114 1.204 -2.742
H 4.620 -0.013 3.999
H -4.296 -0.962 1.853
H -4.290 -3.456 2.102
H -5.864 -1.676 1.415
H 1.103 4.952 0.015
H 1.434 2.682 0.923
H -3.185 -0.529 -1.797
H -2.319 -3.932 0.522
H 2.318 -0.931 4.316
H -1.111 3.307 -3.314
H 5.251 1.016 1.815
H -2.128 -2.524 1.596
H -0.167 5.280 -2.111
H 2.102 -2.547 -0.604
H -3.050 0.582 0.736

Entry 6:
This record from the OMol25 dataset describes C15H27Cl8N2O3Pd as an isolated structure at a distorted geometry. The level of theory is ωB97M-V with the def2-TZVPD basis set.

Results
calculated total energy = -128765.020 eV
2S+1 = 3
⟨S²⟩ = 2.009
total charge = +1
Kohn-Sham gap (spin up / spin down) = 7.59 / 5.94 eV

Atoms and positions in Å:
Pd 2.215 0.859 -2.063
Cl -4.203 -1.637 -1.915
Cl 2.683 0.407 4.491
Cl -1.561 -3.020 -3.732
Cl 6.293 -1.552 -1.777
Cl -0.090 -4.684 -0.700
Cl 1.187 -5.267 2.334
Cl 5.493 -0.122 2.225
Cl 2.119 3.676 3.547
O 1.734 0.195 -0.065
O -0.288 -0.146 0.654
O 0.127 0.678 -1.166
N -2.866 2.259 -2.069
N -3.725 1.657 -0.144
C -4.349 2.285 2.211
C -2.533 2.010 -0.765
C -3.796 1.259 1.240
C -2.512 -1.933 -1.394
C -4.724 1.527 -1.074
C 0.920 -3.602 0.199
C -1.513 -1.756 -2.489
C 1.968 -4.388 1.015
C -1.878 2.607 -3.084
C 0.533 0.217 -0.132
C 5.474 -0.190 0.430
C 6.465 -1.259 -0.049
C 2.226 0.926 2.857
C -4.195 2.000 -2.238
C 2.695 2.365 2.415
H -2.472 -2.899 -0.891
H 7.500 -0.967 0.129
H 1.144 0.820 2.769
H -1.537 -0.799 -3.008
H -2.304 3.482 -3.575
H -1.616 1.747 -3.700
H -4.701 1.747 3.091
H -3.623 3.003 2.593
H 1.411 -3.005 -0.570
H -5.240 2.777 1.819
H 2.560 -5.127 0.475
H -2.837 0.872 1.585
H 5.618 0.801 -0.001
H 2.640 -3.744 1.582
H 2.661 0.199 2.170
H -4.643 1.937 -3.219
H -0.516 -1.684 -2.053
H -4.463 0.398 1.236
H -1.577 2.229 -0.313
H 6.201 -2.153 0.516
H 4.459 -0.527 0.220
H 3.770 2.508 2.524
H 2.281 2.750 1.483
H -1.016 3.108 -2.642
H 0.271 -2.815 0.582
H -2.201 -1.107 -0.754
H -5.668 1.074 -0.809

Entry 7:
This record from the OMol25 dataset describes C23H27N6O4Ru as an isolated structure at a distorted geometry. The level of theory is ωB97M-V with the def2-TZVPD basis set.

Results
calculated total energy = -43988.690 eV
2S+1 = 2
⟨S²⟩ = 0.855
total charge = +2
Kohn-Sham gap (spin up / spin down) = 6.95 / 7.56 eV

Atoms and positions in Å:
Ru -0.071 0.164 -0.409
O -2.310 1.965 -0.436
O -1.038 2.491 1.364
O -0.350 -0.154 -2.856
O 0.784 1.631 -2.217
N 3.776 -0.070 1.621
N -2.003 -3.205 1.612
N 0.019 0.048 -5.330
N 2.049 -0.161 0.249
N 0.087 -0.162 2.221
N -1.111 -1.744 0.213
C -3.468 2.726 0.011
C -1.273 -2.077 1.483
C 4.645 -0.399 -2.372
C 2.432 -0.088 1.512
C -1.875 -2.835 -1.910
C -3.145 -4.859 -1.509
C 0.400 1.285 -4.591
C 3.189 -0.205 -0.515
C -1.234 1.944 0.300
C 4.302 -0.145 0.347
C 3.353 -0.336 -1.891
C -1.753 -2.705 -0.531
C 1.839 1.620 -5.020
C 5.746 -0.343 -1.511
C -0.720 -1.304 2.648
C -2.330 -3.646 0.345
C 1.478 -0.111 2.670
C 2.160 0.607 -6.124
C -3.039 -4.738 -0.133
C 1.284 -0.586 -5.777
C 5.599 -0.220 -0.139
C -2.574 -3.927 -2.379
C 0.271 0.922 -3.082
H -3.214 3.264 0.924
H 1.716 -0.982 3.296
H 4.320 0.008 2.469
H 1.107 -1.254 -6.617
H 1.920 2.640 -5.387
H 6.741 -0.412 -1.925
H -3.734 3.419 -0.782
H -0.589 0.244 -6.128
H 1.701 -1.154 -4.945
H -0.485 -0.514 -4.599
H -2.269 -3.655 2.475
H 4.820 -0.508 -3.432
H -1.565 -0.969 3.267
H 2.518 1.517 -4.174
H 1.879 0.999 -7.100
H -4.276 2.020 0.183
H 3.215 0.348 -6.156
H -3.488 -5.460 0.531
H 1.650 0.784 3.282
H -0.297 2.098 -4.808
H -0.123 -1.990 3.266
H 2.484 -0.399 -2.529
H -2.687 -4.070 -3.442
H -1.430 -2.093 -2.553
H -3.679 -5.699 -1.925
H -0.376 0.721 2.437
H 6.452 -0.198 0.520

Entry 8:
This record from the OMol25 dataset describes C5H13CoN2O4 as an isolated structure. The level of theory is ωB97M-V with the def2-TZVPD basis set.

Results
calculated total energy = -54185.154 eV
2S+1 = 2
⟨S²⟩ = 1.238
total charge = +1
Kohn-Sham gap (spin up / spin down) = 8.92 / 9.55 eV

Atoms and positions in Å:
Co -0.758 0.411 0.029
O -2.280 0.270 0.974
O 0.471 -1.261 -0.306
O 0.972 1.045 0.858
O -4.460 -0.258 0.786
N -3.148 -0.216 -1.065
N -1.914 0.253 -1.562
C 1.388 2.361 1.282
C 1.212 -1.301 0.926
C 1.938 0.009 1.126
C -3.384 -0.067 0.307
C 1.262 -1.538 -1.474
H 2.251 2.671 0.695
H 1.820 -2.460 -1.317
H 1.901 -2.146 0.935
H 2.287 0.088 2.157
H -2.034 1.142 -2.047
H -1.547 -0.419 -2.230
H -3.937 -0.248 -1.691
H 1.632 2.337 2.342
H 1.947 -0.718 -1.694
H 0.575 -1.680 -2.303
H 2.786 0.143 0.453
H 0.552 3.032 1.110
H 0.467 -1.449 1.709

Entry 9:
This record from the OMol25 dataset describes C40H34ClN6O7Ti as an isolated structure. The level of theory is ωB97M-V with the def2-TZVPD basis set.

Results
calculated total energy = -100945.781 eV
2S+1 = 1
total charge = -1
Kohn-Sham gap (spin up / spin down) = 3.97 / 3.97 eV

Atoms and positions in Å:
Ti -0.771 0.240 0.523
Cl 5.922 -0.939 0.776
O 4.941 -2.376 3.418
O -1.182 2.876 -2.295
O 2.819 -2.055 3.936
O 0.547 -3.219 2.074
O -2.603 1.371 4.250
O 0.632 1.275 1.704
O -0.170 -1.487 0.845
N 0.633 0.830 -0.686
N 2.292 -1.491 -0.279
N 3.578 -1.155 -0.466
N -1.600 0.165 2.531
N -1.905 2.083 0.917
N -2.157 0.941 -1.351
C 1.417 2.255 0.988
C -0.340 -2.133 5.182
C 3.022 1.542 -0.715
C 4.320 0.016 -4.720
C -0.452 -1.020 4.361
C 3.660 -2.089 3.082
C -2.440 -1.983 3.367
C 1.767 1.527 -0.261
C -2.909 -1.574 -4.668
C -2.317 2.388 2.137
C 0.597 0.084 -1.880
C -2.567 4.182 0.086
C 2.157 -1.852 0.976
C -2.055 2.912 -0.103
C -2.682 -1.177 -2.307
C -2.863 -2.048 -3.367
C -1.743 2.240 -1.419
C 0.780 -2.263 1.392
C -2.848 -1.690 -0.910
C -1.253 -3.169 5.103
C -2.185 1.244 3.107
C 3.281 0.849 -4.460
C 4.000 -0.538 -1.692
C -3.604 -1.933 2.418
C -2.461 0.203 -2.515
C 4.259 -1.336 0.680
C 3.399 -1.811 1.658
C -2.892 -0.207 -4.856
C 4.720 -1.284 -2.590
C 1.382 0.149 -2.952
C -1.489 -0.965 3.423
C -2.858 3.628 2.415
C -2.982 2.149 -4.166
C 2.576 1.045 -3.151
C 3.566 0.882 -1.946
C 4.991 -0.959 -3.916
C -2.960 4.540 1.371
C -2.722 0.706 -3.813
C -2.305 -3.079 4.210
C 0.544 0.097 4.512
H -1.944 -1.647 -0.306
H 1.165 -0.562 -3.740
H -3.029 -2.249 -5.506
H 1.259 0.101 3.690
H 4.466 1.435 -2.237
H 0.790 3.131 0.791
H -3.623 -1.120 -0.394
H -3.370 -2.465 1.495
H -3.133 -2.742 -0.922
H 4.689 0.066 -5.743
H -0.184 -0.672 -1.892
H 5.112 -2.234 -2.227
H -2.069 2.728 -4.277
H 1.122 -0.039 5.424
H 2.222 2.085 -3.125
H 0.033 1.064 4.582
H -3.374 5.524 1.552
H 5.703 -1.591 -4.435
H 2.290 2.531 1.575
H 2.944 1.487 -5.271
H 3.725 2.123 -0.126
H -3.875 -0.911 2.159
H 5.515 -2.328 2.641
H -2.661 4.855 -0.755
H -3.041 -3.874 4.156
H -2.993 -3.104 -3.161
H 0.490 -2.187 5.875
H -3.045 0.194 -5.852
H -3.546 2.181 -5.099
H -3.581 2.644 -3.399
H -1.150 -4.039 5.740
H 0.277 1.600 2.542
H -3.198 3.844 3.418
H -4.474 -2.417 2.864

Entry 10:
This record from the OMol25 dataset describes a 2-piece molecular cluster, C23H50N3O3S overall. The level of theory is ωB97M-V with the def2-TZVPD basis set.

Results
calculated total energy = -46107.567 eV
2S+1 = 2
⟨S²⟩ = 0.754
total charge = 0
Kohn-Sham gap (spin up / spin down) = 8.46 / 9.69 eV

Atoms and positions in Å:
S -3.683 -5.344 0.441
O -2.567 5.120 -0.945
O 0.577 -5.066 0.500
O -1.751 -3.394 0.624
N -1.484 4.768 -1.524
N -0.542 0.013 -0.129
N 2.669 -4.657 -0.340
C -1.215 5.470 -2.825
C 1.948 -5.289 0.738
C -1.941 -1.210 3.208
C 4.106 -4.568 -0.089
C -2.730 -2.534 3.245
C -2.309 -4.348 -0.252
C 4.209 -2.055 0.460
C -1.018 -3.793 1.786
C -0.916 3.929 0.699
C 4.540 -3.493 0.913
C 0.348 5.848 -0.314
C -0.273 -5.112 1.629
C -0.340 4.505 -0.588
C 0.729 6.592 -1.591
C -2.735 -3.569 -1.480
C -0.482 6.779 -2.500
C 5.435 -1.159 0.195
C -0.663 0.052 1.334
C 0.645 3.476 -1.147
C -0.403 4.591 -3.789
C -2.560 5.777 -3.475
C -1.859 -3.781 3.068
C -2.017 -0.445 1.869
H 4.437 -5.551 0.261
H 0.071 -0.732 -0.429
H 4.090 -3.698 1.888
H -2.376 6.262 -4.435
H -3.221 -2.643 -1.163
H 2.271 -3.731 -0.464
H 5.392 -0.235 0.774
H 1.337 3.200 -0.350
H -3.511 -2.527 2.479
H -2.686 0.410 1.995
H 5.621 -3.589 1.057
H -3.243 -2.624 4.206
H 6.365 -1.664 0.463
H -0.242 -3.022 1.871
H -1.552 -5.088 -0.523
H -3.121 4.858 -3.651
H 0.121 2.569 -1.449
H 0.300 -5.278 2.548
H -0.963 -5.956 1.524
H -1.161 -3.841 3.912
H 1.231 5.661 0.302
H -0.710 4.805 -4.812
H -2.294 -0.566 4.016
H 1.528 6.063 -2.117
H -0.333 6.470 0.275
H -1.442 -0.141 -0.564
H -4.617 -4.392 0.308
H 2.206 -4.895 1.738
H 4.610 -4.392 -1.045
H 0.145 -0.545 1.769
H -0.494 1.081 1.668
H -1.860 -3.304 -2.075
H -1.572 4.630 1.208
H -1.192 7.454 -2.012
H -0.891 -1.418 3.444
H -1.478 3.018 0.490
H -3.425 -4.144 -2.094
H -3.166 6.432 -2.857
H -0.189 7.248 -3.443
H 2.178 -6.365 0.729
H -2.462 -1.091 1.112
H 3.575 -1.577 1.209
H 0.668 4.772 -3.728
H -0.090 3.676 1.366
H 3.607 -2.096 -0.453
H 1.241 3.837 -1.980
H -0.584 3.533 -3.605
H 1.135 7.571 -1.331
H 5.513 -0.875 -0.855
H -2.485 -4.674 3.103

Entry 11:
This record from the OMol25 dataset describes an isolated molecule of C5H7IN2 at a distorted geometry. The level of theory is ωB97M-V with the def2-TZVPD basis set.

Results
calculated total energy = -16376.489 eV
2S+1 = 1
total charge = 0
Kohn-Sham gap = 9.10 eV

Atoms and positions in Å:
I 2.176 1.159 -1.781
N 0.080 -1.961 -0.637
N -0.749 -1.286 -1.387
C -0.972 -0.062 -1.108
C 1.076 -1.347 -0.123
C -0.921 0.619 1.327
C -0.325 0.716 -0.025
C 1.282 0.149 -0.121
H -0.305 1.710 -0.465
H -1.893 1.228 1.427
H -0.087 0.842 1.933
H 1.727 -1.905 0.469
H -1.756 0.327 -1.680
H -1.240 -0.467 1.372
H 1.909 0.278 0.800

Entry 12:
This record from the OMol25 dataset describes an isolated ion of composition C3H4NO6 and charge -1 at a distorted geometry. The level of theory is ωB97M-V with the def2-TZVPD basis set.

Results
calculated total energy = -16949.373 eV
2S+1 = 1
total charge = -1
Kohn-Sham gap = 8.95 eV

Atoms and positions in Å:
O -1.546 -1.054 -1.558
O -0.881 0.108 1.527
O 0.798 1.220 -1.353
O 2.138 -0.520 0.317
O -0.147 2.207 0.536
O -2.563 0.344 -0.241
N -1.550 -0.363 -0.547
C 0.825 -1.089 0.124
C 0.107 1.406 -0.339
C -0.421 -0.170 0.225
H 0.976 -1.589 -0.909
H -0.840 1.113 1.549
H 0.832 -1.794 0.943
H 2.271 0.180 -0.275

Look up the total charge of the twelfth one.
-1